Entry P
2 unconnected molecules or ions with the total composition C4H13NS, computed with wB97M-V/def2-TZVPD.

Bonds (Å) are listed after each position.
Cartesian coordinates (Å):
1 S 0.518 2.400 -3.833  C3 1.813, H9 1.335
2 N -0.131 -1.201 1.948  C5 1.463, C6 1.451, H18 1.010
3 C -0.161 2.617 -2.165  S1 1.813, C4 1.534, H14 1.086, H19 1.085
4 C -0.042 1.299 -1.390  C3 1.534, H11 1.088, H12 1.089, H16 1.096
5 C 1.172 -1.860 1.852  N2 1.463, H7 1.088, H8 1.088, H15 1.086
6 C -1.224 -2.146 2.078  N2 1.451, H10 1.089, H13 1.087, H17 1.103
7 H 1.457 -2.057 0.822  C5 1.088
8 H 1.941 -1.256 2.328  C5 1.088
9 H 1.055 3.612 -3.984  S1 1.335
10 H -1.259 -2.556 3.086  C6 1.089
11 H -0.800 1.188 -0.618  C4 1.088
12 H -0.125 0.448 -2.066  C4 1.089
13 H -2.178 -1.649 1.918  C6 1.087
14 H 0.365 3.413 -1.646  C3 1.086
15 H 1.122 -2.805 2.386  C5 1.086
16 H 0.956 1.247 -0.940  C4 1.096
17 H -1.181 -2.983 1.360  C6 1.103
18 H -0.290 -0.644 1.120  N2 1.010
19 H -1.195 2.933 -2.257  C3 1.085

Values from the calculation:
SMILES: CCS.CNC
Multiplicity: 1

***

Entry Q
2 unconnected molecules or ions with the total composition C4H13NS, computed with wB97M-V/def2-TZVPD.

Bonds (Å) are listed after each position.
Cartesian coordinates (Å):
1 S -2.943 -2.436 2.330  C4 1.929, C5 1.783
2 N 3.596 1.576 -2.219  C6 1.456, H14 1.013, H19 1.009
3 C 3.183 4.054 -2.610  C6 1.517, H7 1.088, H8 1.097, H18 1.090
4 C -2.767 -3.370 0.652  S1 1.929, H10 1.089, H13 1.076, H15 1.092
5 C -2.389 -0.777 1.983  S1 1.783, H11 1.092, H12 1.105, H17 1.096
6 C 4.030 2.949 -2.006  N2 1.456, C3 1.517, H9 1.110, H16 1.092
7 H 3.542 5.041 -2.331  C3 1.088
8 H 2.168 3.928 -2.212  C3 1.097
9 H 4.148 3.189 -0.928  C6 1.110
10 H -1.964 -2.706 0.332  C4 1.089
11 H -2.609 -0.243 1.057  C5 1.092
12 H -1.303 -0.608 2.101  C5 1.105
13 H -2.745 -4.441 0.744  C4 1.076
14 H 2.602 1.622 -2.412  N2 1.013
15 H -3.616 -3.042 0.049  C4 1.092
16 H 5.020 3.186 -2.401  C6 1.092
17 H -2.828 -0.294 2.864  C5 1.096
18 H 3.068 4.124 -3.692  C3 1.090
19 H 4.058 1.129 -2.996  N2 1.009

Values from the calculation:
SMILES: CCN.CSC
Multiplicity: 1

***

Compare the structures above. Which one is the most stable? entry P is.